1.
{"formula": "C37H38ClMnN10O8PS3", "method": "ωB97M-V/def2-TZVPD", "gap_ev": [3.55, 3.59], "e_tot_ev": -155908.28711, "homo_ev": [-2.351, -2.386], "total_charge": -1, "e_lumo_ev": [1.20, 1.20], "species": ["Mn", "O", "C", "O", "C", "C", "Cl", "N", "N", "C", "C", "O", "O", "C", "C", "C", "C", "C", "C", "H", "H", "H", "H", "H", "H", "C", "C", "O", "P", "S", "S", "O", "C", "C", "H", "H", "H", "H", "H", "H", "H", "H", "H", "H", "C", "N", "C", "N", "C", "N", "C", "C", "C", "C", "C", "C", "C", "N", "N", "C", "O", "C", "C", "C", "C", "C", "C", "N", "C", "N", "C", "N", "C", "H", "H", "H", "H", "H", "H", "H", "H", "H", "H", "H", "H", "H", "H", "H", "H", "C", "S", "C", "O", "H", "H", "H", "H", "H", "H"], "positions_angstrom": [[0.5846, 0.8662, -1.3258], [-2.3158, 1.3209, -6.4642], [-3.1998, 1.1830, -5.5068], [-4.3851, 1.1027, -5.7442], [-2.7085, 1.1354, -4.0892], [-3.5460, 1.0418, -3.0033], [-5.2409, 0.9444, -2.9612], [-2.7922, 0.9520, -1.8840], [-1.4848, 0.9989, -2.1782], [-1.4056, 1.0985, -3.5041], [-0.0180, 1.1491, -4.0797], [0.1595, 1.2793, -5.3098], [0.8999, 1.0333, -3.2346], [-3.1994, 0.7602, -0.5336], [-4.1809, 1.5451, 0.0529], [-4.5212, 1.3237, 1.3794], [-3.8786, 0.3398, 2.1180], [-2.8970, -0.4338, 1.5150], [-2.5601, -0.2332, 0.1900], [-1.3488, 1.3659, -6.1218], [-4.6587, 2.3326, -0.5126], [-5.2898, 1.9330, 1.8406], [-4.1308, 0.1773, 3.1586], [-2.3835, -1.1952, 2.0843], [-1.8065, -0.8362, -0.2973], [3.3571, 5.4220, -3.2798], [3.4161, 3.9432, -2.9433], [3.6663, 3.7197, -1.5437], [2.5010, 3.8196, -0.4123], [0.7088, 3.4979, -1.2222], [3.2230, 2.8623, 1.1437], [2.4427, 5.4184, -0.1257], [3.5901, 6.1024, 0.3917], [3.4055, 6.4402, 1.8581], [3.1946, 5.5515, -4.3532], [4.2882, 5.9210, -2.9990], [2.5290, 5.8904, -2.7459], [4.2427, 3.4551, -3.4604], [2.4903, 3.4489, -3.2327], [3.6915, 7.0141, -0.2004], [4.4866, 5.4972, 0.2475], [2.5071, 7.0437, 1.9994], [4.2738, 7.0002, 2.2182], [3.3034, 5.5211, 2.4344], [1.1558, 0.1635, 4.1803], [0.7661, 0.6399, 2.8628], [1.0101, 0.1101, 1.6542], [0.4407, 0.8413, 0.7183], [-0.1908, 1.8213, 1.4408], [-0.0223, 1.7257, 2.7380], [0.0011, -0.4802, 4.9155], [-0.5776, 0.1202, 6.0255], [-1.6935, -0.4654, 6.6258], [-2.2588, -1.6143, 6.1077], [-1.6907, -2.2175, 4.9783], [-0.5358, -1.6554, 4.4197], [-2.3249, -3.3219, 4.3033], [-3.4294, -3.9614, 4.5650], [-3.6508, -4.8268, 3.5242], [-2.6706, -4.6701, 2.6830], [-1.7850, -3.7380, 3.1257], [-2.4242, -5.2719, 1.3958], [-3.3361, -6.1448, 0.7900], [-3.0689, -6.6481, -0.4683], [-1.9010, -6.3011, -1.1502], [-0.9868, -5.4466, -0.5502], [0.2864, -5.0186, -1.2459], [0.2548, -3.6273, -1.6872], [0.4248, -2.5020, -0.9766], [0.2262, -1.4527, -1.7430], [-0.0845, -2.0028, -2.9474], [-0.0899, -3.3189, -2.9546], [-1.2501, -4.9428, 0.7128], [1.5288, 1.0184, 4.7388], [1.9685, -0.5472, 4.0366], [1.6645, -0.7317, 1.4871], [-0.7495, 2.6179, 0.9847], [-0.1703, 1.0471, 6.4142], [-2.1376, 0.0051, 7.4952], [-3.1524, -2.0495, 6.5401], [-0.0911, -2.1231, 3.5479], [-4.2449, -6.4019, 1.3203], [-3.7801, -7.3148, -0.9405], [-1.7097, -6.6913, -2.1434], [0.4641, -5.6119, -2.1374], [1.1302, -5.1336, -0.5671], [0.7155, -2.4782, 0.0634], [-0.3046, -1.4255, -3.8324], [-0.5373, -4.2826, 1.1944], [3.9375, -1.0068, -3.3248], [3.7553, 0.3771, -2.1829], [5.2071, 0.0307, -1.1817], [2.5985, -0.0002, -1.3102], [4.0362, -1.9399, -2.7677], [4.8130, -0.8225, -3.9521], [3.0355, -1.0188, -3.9374], [6.1071, 0.1820, -1.7827], [5.1442, -0.9923, -0.8072], [5.1667, 0.7467, -0.3611]], "forces_ev_per_a": [[-0.9, -0.4, 0.6], [1.4, 0.1, -0.1], [-0.3, 0.1, 0.6], [0.1, 0.0, -0.1], [0.3, -0.1, -0.2], [-0.1, -0.1, -0.2], [-0.1, 0.0, 0.2], [-0.3, 0.2, 0.4], [0.9, 0.1, -0.4], [-0.1, 0.2, 0.0], [0.3, 0.1, -0.1], [-0.9, 0.0, -0.6], [0.1, -0.2, -1.0], [0.0, 0.0, 0.0], [0.1, 0.1, 0.0], [-0.1, 0.0, 0.1], [0.0, 0.0, -0.1], [0.0, 0.0, 0.1], [0.0, -0.2, -0.1], [-0.5, -0.1, 0.1], [0.0, 0.0, 0.0], [0.1, 0.0, 0.0], [0.0, 0.0, 0.0], [0.1, -0.1, 0.1], [0.1, 0.1, 0.0], [0.0, -0.1, 0.1], [0.0, 0.1, 0.2], [0.0, -0.2, -0.2], [-0.3, 0.3, -0.4], [0.3, -0.5, 0.2], [0.0, -0.1, 0.0], [0.2, 0.2, 0.2], [-0.1, -0.1, 0.0], [0.0, 0.0, -0.1], [0.0, 0.0, 0.0], [0.0, 0.0, 0.0], [0.0, 0.0, 0.0], [0.0, 0.0, 0.0], [-0.1, -0.1, 0.0], [0.0, 0.0, -0.1], [0.0, 0.0, 0.0], [0.0, 0.0, 0.0], [-0.1, 0.0, 0.0], [0.0, 0.0, 0.0], [-0.1, 0.1, -0.3], [-0.1, -0.1, 0.5], [0.3, 0.0, -0.3], [-0.3, 0.1, 0.0], [0.1, -0.2, 0.1], [0.0, -0.1, 0.0], [0.1, 0.2, 0.0], [-0.2, -0.3, 0.0], [0.2, 0.2, 0.1], [-0.1, -0.3, -0.3], [0.6, 0.9, 0.3], [-0.5, -0.3, 0.0], [-0.8, -0.9, -0.4], [0.6, 0.6, 0.3], [0.4, -0.3, -0.8], [-0.5, 0.4, 1.1], [-0.2, 0.0, 0.1], [0.3, -0.3, -0.9], [0.1, 0.2, 0.3], [0.1, -0.1, -0.2], [-0.2, 0.0, 0.3], [0.1, 0.1, -0.2], [-0.1, 0.2, 0.0], [-0.1, -0.4, 0.1], [0.1, 0.1, -0.1], [0.0, 0.4, 0.1], [-0.1, 0.0, 0.0], [0.1, 0.0, 0.0], [-0.3, 0.0, 0.3], [0.1, 0.0, 0.0], [0.1, 0.0, 0.0], [0.0, 0.1, 0.0], [0.0, 0.0, -0.1], [0.0, 0.0, -0.1], [0.0, 0.0, 0.0], [0.0, 0.1, 0.0], [0.0, 0.1, 0.0], [0.0, 0.0, -0.1], [0.0, 0.0, 0.0], [0.0, 0.0, 0.0], [0.0, -0.1, 0.0], [0.1, 0.0, 0.0], [0.0, 0.0, -0.1], [0.0, 0.0, 0.1], [0.0, 0.0, -0.1], [0.0, 0.2, 0.0], [-0.2, 0.0, -0.1], [-0.1, 0.1, 0.0], [0.2, 0.0, 0.4], [0.0, 0.1, 0.0], [-0.1, -0.1, 0.0], [0.0, 0.1, 0.0], [-0.1, 0.0, 0.1], [0.0, 0.0, 0.0], [0.0, 0.0, 0.0]]}


2.
{"formula": "C28H21GaN5O4S", "method": "ωB97M-V/def2-TZVPD", "gap_ev": 8.04, "e_tot_ev": -108227.55006, "homo_ev": -11.438, "total_charge": 1, "e_lumo_ev": -3.40, "species": ["Ga", "O", "C", "N", "C", "O", "C", "C", "C", "C", "C", "N", "C", "C", "C", "C", "C", "N", "H", "H", "H", "H", "H", "H", "H", "H", "C", "C", "C", "C", "C", "C", "C", "S", "O", "O", "N", "C", "C", "C", "C", "C", "C", "C", "C", "N", "C", "H", "H", "H", "H", "H", "H", "H", "H", "H", "H", "H", "H", "H"], "positions_angstrom": [[-0.5726, -0.3160, 1.2730], [-2.9298, -3.1047, 2.9935], [-2.2587, -2.3941, 2.2945], [-1.6752, -1.1830, 2.6056], [-1.9333, -0.5126, 3.7859], [-2.5193, -0.9130, 4.7554], [-1.3407, 0.8818, 3.7637], [-1.4853, 1.7271, 4.8443], [-0.9451, 3.0012, 4.7567], [-0.2865, 3.3818, 3.5972], [-0.1809, 2.4775, 2.5568], [-0.6994, 1.2495, 2.6472], [-1.9648, -2.7834, 0.8591], [-2.4809, -3.9415, 0.3142], [-2.1919, -4.2267, -1.0114], [-1.3992, -3.3505, -1.7399], [-0.9164, -2.2138, -1.1209], [-1.1990, -1.9431, 0.1548], [-2.0189, 1.3721, 5.7141], [-1.0419, 3.6930, 5.5827], [0.1375, 4.3695, 3.4892], [0.3046, 2.7375, 1.6253], [-3.0945, -4.5793, 0.9339], [-2.5833, -5.1226, -1.4741], [-1.1575, -3.5392, -2.7759], [-0.2996, -1.4929, -1.6409], [-0.9522, 0.4670, -6.7720], [-0.8699, 0.7411, -5.2973], [-1.9222, 1.3654, -4.6278], [-1.8651, 1.6039, -3.2667], [-0.7338, 1.2128, -2.5618], [0.3285, 0.5921, -3.2006], [0.2510, 0.3590, -4.5653], [-0.6745, 1.5982, -0.8506], [-0.3132, 2.9786, -0.7000], [-1.9139, 1.1210, -0.2382], [0.3795, 0.6061, -0.1470], [1.7518, 0.7658, 0.0400], [2.6161, 1.5864, -0.6341], [3.9968, 1.5651, -0.3257], [4.5080, 0.7417, 0.6350], [3.6363, -0.0994, 1.3691], [4.0546, -0.9708, 2.3998], [3.1382, -1.7250, 3.0811], [1.7805, -1.6064, 2.7500], [1.3624, -0.8156, 1.7844], [2.2647, -0.0693, 1.0778], [-1.6276, 1.1635, -7.2657], [-1.3273, -0.5423, -6.9525], [0.0274, 0.5437, -7.2418], [-2.7991, 1.6715, -5.1842], [-2.6891, 2.0845, -2.7558], [1.2115, 0.2902, -2.6503], [1.0806, -0.1214, -5.0695], [2.2442, 2.2559, -1.3984], [4.6582, 2.2198, -0.8769], [5.5677, 0.7277, 0.8513], [5.1073, -1.0303, 2.6472], [3.4358, -2.3954, 3.8737], [1.0195, -2.1594, 3.2888]], "forces_ev_per_a": [[0.0, 0.0, 0.0], [0.0, 0.0, 0.0], [0.0, 0.0, 0.0], [-0.1, 0.0, 0.0], [0.2, -0.1, 0.1], [-0.1, 0.0, 0.0], [-0.1, 0.0, 0.0], [0.0, 0.0, 0.0], [0.0, 0.0, 0.0], [0.0, 0.0, 0.0], [0.0, 0.0, 0.0], [0.0, 0.0, 0.0], [0.0, 0.0, 0.0], [0.0, 0.0, 0.0], [0.0, 0.0, 0.0], [0.0, 0.0, 0.0], [0.0, 0.0, 0.0], [0.0, 0.0, 0.0], [0.0, 0.0, 0.0], [0.0, 0.0, 0.0], [0.0, 0.0, 0.0], [0.0, 0.0, 0.0], [0.0, 0.0, 0.0], [0.0, 0.0, 0.0], [0.0, 0.0, 0.0], [0.0, 0.0, 0.0], [0.0, 0.0, 0.0], [0.0, 0.0, 0.0], [0.0, 0.0, 0.0], [0.0, 0.0, 0.0], [0.0, 0.0, 0.0], [0.0, 0.0, 0.0], [0.0, 0.0, 0.0], [-0.1, 0.1, 0.1], [0.0, 0.0, 0.0], [0.1, 0.0, 0.0], [0.1, 0.0, -0.2], [0.0, 0.0, 0.1], [0.0, 0.0, 0.0], [0.0, 0.0, 0.0], [0.0, 0.0, 0.0], [0.0, 0.0, 0.0], [0.0, 0.0, 0.0], [0.0, 0.0, 0.0], [0.0, 0.0, 0.0], [0.0, 0.0, 0.0], [0.0, 0.0, 0.0], [0.0, 0.0, 0.0], [0.0, 0.0, 0.0], [0.0, 0.0, 0.0], [0.0, 0.0, 0.0], [0.0, 0.0, 0.0], [0.0, 0.0, 0.0], [0.0, 0.0, 0.0], [0.0, 0.0, 0.0], [0.0, 0.0, 0.0], [0.0, 0.0, 0.0], [0.0, 0.0, 0.0], [0.0, 0.0, 0.0], [0.0, 0.0, 0.0]]}


3.
{"formula": "C4H2INO2", "method": "ωB97M-V/def2-TZVPD", "gap_ev": [6.78, 6.79], "e_tot_ev": -17861.77756, "homo_ev": [-9.185, -9.188], "total_charge": 0, "e_lumo_ev": [-2.40, -2.40], "species": ["C", "C", "C", "C", "N", "O", "O", "I", "H", "H"], "positions_angstrom": [[-0.4505, 1.4537, 0.1010], [-1.8504, -0.5197, 0.5507], [-0.8345, 0.2094, 0.2345], [1.6857, -0.3065, -0.6954], [-0.0469, 2.4941, 0.0615], [1.6010, 0.1999, -1.7487], [1.0018, -0.5874, 0.2899], [3.6497, -1.0858, 0.2602], [-1.8315, -1.6265, 0.5859], [-2.9243, -0.2311, 0.3605]], "forces_ev_per_a": [[-0.5, 0.0, -0.2], [-1.8, -2.1, -1.5], [1.3, -4.4, 0.6], [2.4, 0.0, -0.9], [1.6, 4.7, -0.3], [-0.1, 0.1, -0.4], [-4.8, 0.2, 2.2], [0.0, 0.2, -0.6], [0.6, 0.7, 0.4], [1.3, 0.6, 0.7]]}


4.
{"formula": "H14O7", "method": "ωB97M-V/def2-TZVPD", "gap_ev": 8.77, "e_tot_ev": -14549.12270, "homo_ev": -8.928, "total_charge": 0, "e_lumo_ev": -0.16, "species": ["O", "H", "H", "O", "H", "H", "O", "H", "H", "O", "H", "H", "O", "H", "H", "O", "H", "H", "O", "H", "H"], "positions_angstrom": [[0.1457, 3.1166, -0.1487], [0.3495, 2.1820, -0.1136], [0.4918, 3.4687, 0.6714], [0.4139, -2.4550, -0.9302], [0.7159, -2.2006, -1.8021], [0.6464, -3.3806, -0.8562], [-0.0008, 0.0420, -0.6697], [-0.1345, 0.5985, 0.0975], [0.3484, -0.7757, -0.3152], [0.1870, -1.8580, 1.0349], [0.6145, -2.0505, 0.2004], [-0.6466, -2.3266, 0.9911], [-1.4694, -0.3334, -1.8869], [-0.6530, -0.1256, -1.4324], [-1.2509, -0.2642, -2.8163], [0.7047, 0.8751, 1.3457], [1.2913, 0.3539, 0.7974], [0.8737, 0.5687, 2.2367], [-1.0001, 1.6609, 0.8557], [-0.1000, 1.4683, 1.1185], [-1.5274, 1.4354, 1.6221]], "forces_ev_per_a": [[2.2, 2.1, -2.0], [0.2, 1.3, -1.1], [0.0, 0.2, 0.1], [0.7, -2.6, -5.8], [-0.1, 0.2, -0.7], [0.0, -0.6, 0.0], [10.2, 1.6, 5.9], [-2.6, -0.5, -1.0], [-0.6, 0.5, 0.1], [-0.4, 1.0, 5.8], [0.6, -0.3, 1.2], [-0.2, 0.2, 0.1], [-6.9, -2.3, -6.1], [-1.8, 0.2, -2.3], [-0.6, 0.0, -0.6], [12.5, -5.7, 5.3], [0.7, -0.1, -0.1], [-0.1, -0.1, 0.6], [-9.9, 1.9, 0.2], [-3.3, 3.4, 0.6], [-0.6, -0.4, 0.0]]}


What did the fourth record say?
{"formula": "H14O7", "method": "ωB97M-V/def2-TZVPD", "gap_ev": 8.77, "e_tot_ev": -14549.12270, "homo_ev": -8.928, "total_charge": 0, "e_lumo_ev": -0.16, "species": ["O", "H", "H", "O", "H", "H", "O", "H", "H", "O", "H", "H", "O", "H", "H", "O", "H", "H", "O", "H", "H"], "positions_angstrom": [[0.1457, 3.1166, -0.1487], [0.3495, 2.1820, -0.1136], [0.4918, 3.4687, 0.6714], [0.4139, -2.4550, -0.9302], [0.7159, -2.2006, -1.8021], [0.6464, -3.3806, -0.8562], [-0.0008, 0.0420, -0.6697], [-0.1345, 0.5985, 0.0975], [0.3484, -0.7757, -0.3152], [0.1870, -1.8580, 1.0349], [0.6145, -2.0505, 0.2004], [-0.6466, -2.3266, 0.9911], [-1.4694, -0.3334, -1.8869], [-0.6530, -0.1256, -1.4324], [-1.2509, -0.2642, -2.8163], [0.7047, 0.8751, 1.3457], [1.2913, 0.3539, 0.7974], [0.8737, 0.5687, 2.2367], [-1.0001, 1.6609, 0.8557], [-0.1000, 1.4683, 1.1185], [-1.5274, 1.4354, 1.6221]], "forces_ev_per_a": [[2.2, 2.1, -2.0], [0.2, 1.3, -1.1], [0.0, 0.2, 0.1], [0.7, -2.6, -5.8], [-0.1, 0.2, -0.7], [0.0, -0.6, 0.0], [10.2, 1.6, 5.9], [-2.6, -0.5, -1.0], [-0.6, 0.5, 0.1], [-0.4, 1.0, 5.8], [0.6, -0.3, 1.2], [-0.2, 0.2, 0.1], [-6.9, -2.3, -6.1], [-1.8, 0.2, -2.3], [-0.6, 0.0, -0.6], [12.5, -5.7, 5.3], [0.7, -0.1, -0.1], [-0.1, -0.1, 0.6], [-9.9, 1.9, 0.2], [-3.3, 3.4, 0.6], [-0.6, -0.4, 0.0]]}


Q: What is the formula in the first record?
A: C37H38ClMnN10O8PS3